H18O9 | wB97M-V/def2-TZVPD

Properties
- Frontier orbital gap: 10.6 eV
- SMILES string: O.O.O.O.O.O.O.O.O
- Energy: -18718.909 eV
- ΔE to the lowest compared entry with this formula, charge and spin: 311.3 kJ/mol
- Highest occupied orbital energy: -10.677 eV

Structure (ORCA input):
```
! RIJCOSX wB97M-V def2-TZVPD def2/J DEFGRID3
* xyz 0 1
O -0.8989 -0.2821 -0.5784
H -0.5402 -1.1764 -0.5990
H -0.1801 0.2667 -0.9119
O -1.5587 -0.3877 -3.5793
H -2.0479 -0.2712 -4.4015
H -2.2161 -0.7267 -2.9613
O -1.9621 1.6392 1.3632
H -1.6724 0.9387 1.9584
H -2.7314 1.2658 0.9184
O 3.6046 -0.1325 -0.8804
H 3.7060 -0.2795 -1.8275
H 2.8933 -0.7308 -0.6251
O -1.0456 -2.6651 -2.0958
H -1.8081 -2.3766 -2.6099
H -0.7565 -3.4716 -2.5375
O -1.4165 -3.5266 2.0752
H -0.7927 -2.7943 2.0155
H -0.9072 -4.2926 1.7874
O 0.4778 -1.6943 4.2354
H 0.2428 -2.6214 4.3545
H -0.0371 -1.4185 3.4687
O 2.2795 3.1692 -1.6578
H 3.2035 3.0802 -1.3983
H 2.3103 3.2243 -2.6196
O 0.5292 4.2729 1.6059
H 0.1498 3.5352 1.1151
H 1.1102 4.7041 0.9691
*
```

Computed Mulliken charges, given in elementary charges: number 1, O, carries -0.5890; number 2, H, carries 0.2665; number 3, H, carries 0.3030; number 4, O, carries -0.5828; number 5, H, carries 0.2940; number 6, H, carries 0.3095; number 7, O, carries -0.5816; number 8, H, carries 0.2928; number 9, H, carries 0.2957; number 10, O, carries -0.6160; number 11, H, carries 0.3174; number 12, H, carries 0.2988; number 13, O, carries -0.5397; number 14, H, carries 0.2681; number 15, H, carries 0.2787; number 16, O, carries -0.6039; number 17, H, carries 0.2576; number 18, H, carries 0.3264; number 19, O, carries -0.6115; number 20, H, carries 0.3548; number 21, H, carries 0.2732; number 22, O, carries -0.6133; number 23, H, carries 0.3139; number 24, H, carries 0.3046; number 25, O, carries -0.6352; number 26, H, carries 0.2982; number 27, H, carries 0.3202

H18O9 | wB97M-V/def2-TZVPD

Properties
- Frontier orbital gap: 10.3 eV
- SMILES string: O.O.O.O.O.O.O.O.O
- Energy: -18719.674 eV
- ΔE to the lowest compared entry with this formula, charge and spin: 237.5 kJ/mol
- Highest occupied orbital energy: -10.390 eV

Structure (ORCA input):
```
! RIJCOSX wB97M-V def2-TZVPD def2/J DEFGRID3
* xyz 0 1
O -2.5970 0.3401 -2.2489
H -3.0601 -0.0744 -2.9857
H -2.3847 -0.3900 -1.6485
O 2.1342 2.1273 -0.3695
H 2.5533 2.1578 0.4932
H 1.8515 3.0353 -0.5265
O -0.5972 0.6825 0.3657
H -0.4565 0.1044 -0.3911
H 0.2910 0.9786 0.6113
O -0.7498 -2.2388 -3.5025
H -0.0245 -2.8570 -3.3523
H -0.8456 -1.7619 -2.6682
O -2.9825 1.3956 1.5818
H -2.7145 1.8754 2.3707
H -2.1502 1.2559 1.0740
O 2.4586 -0.3924 1.8518
H 2.8412 -0.5582 0.9787
H 3.0930 0.1827 2.2940
O 1.2787 -3.0938 -0.3384
H 1.2130 -3.4253 0.5647
H 0.5272 -2.4967 -0.4344
O -1.6667 -1.9148 -0.6787
H -1.6084 -2.8805 -0.6923
H -2.4394 -1.7238 -0.1232
O 1.7526 3.3405 2.3184
H 1.9894 2.4368 2.5608
H 2.2933 3.8946 2.8950
*
```

Computed Mulliken charges, given in elementary charges: number 1, O, carries -0.5963; number 2, H, carries 0.3175; number 3, H, carries 0.3037; number 4, O, carries -0.6041; number 5, H, carries 0.2840; number 6, H, carries 0.3166; number 7, O, carries -0.6850; number 8, H, carries 0.2920; number 9, H, carries 0.3281; number 10, O, carries -0.6517; number 11, H, carries 0.3205; number 12, H, carries 0.3409; number 13, O, carries -0.6366; number 14, H, carries 0.2946; number 15, H, carries 0.4243; number 16, O, carries -0.6202; number 17, H, carries 0.3405; number 18, H, carries 0.2831; number 19, O, carries -0.6341; number 20, H, carries 0.3138; number 21, H, carries 0.3095; number 22, O, carries -0.6175; number 23, H, carries 0.2973; number 24, H, carries 0.2826; number 25, O, carries -0.6114; number 26, H, carries 0.3015; number 27, H, carries 0.3063

H18O9 | wB97M-V/def2-TZVPD

Properties
- Frontier orbital gap: 7.6 eV
- Energy: -18713.937 eV
- ΔE to the lowest compared entry with this formula, charge and spin: 791.1 kJ/mol
- Highest occupied orbital energy: -7.675 eV

Structure (ORCA input):
```
! RIJCOSX wB97M-V def2-TZVPD def2/J DEFGRID3
* xyz 0 1
H 0.2978 -1.3106 0.7079
H -0.4208 0.1407 0.8601
H -0.7686 -1.0754 -4.5386
H 0.5232 -1.4470 -3.7499
H 2.4119 -1.8569 4.2114
H 1.8074 -1.2014 5.3451
H 1.0799 3.5096 0.1589
H 1.1718 2.3563 -0.6738
H 1.7058 2.7102 1.6269
H 0.7152 1.6046 2.0588
H -2.2023 2.8798 3.1486
H -1.4171 4.0027 3.6107
H 2.1145 -4.5509 -2.0856
H 0.6603 -4.4741 -2.3324
H -2.5938 -1.3840 -0.8882
H -3.9484 -0.6836 -0.7993
H -0.5314 0.6382 -3.3644
H -1.9078 0.8587 -2.7837
O 0.1831 -0.4601 1.2569
O 0.1481 -1.4683 -4.5639
O 2.2195 -0.9600 4.5707
O 1.7612 2.7704 -0.0486
O 1.1900 1.9295 1.3033
O -1.3145 3.1476 3.2071
O 1.3776 -5.1265 -2.2182
O -3.2723 -1.0633 -1.4817
O -0.9901 0.5137 -2.5382
*
```

Computed Mulliken charges, given in elementary charges: number 1, H, carries 0.2801; number 2, H, carries 0.3092; number 3, H, carries 0.3358; number 4, H, carries 0.2928; number 5, H, carries 0.3095; number 6, H, carries 0.2888; number 7, H, carries 0.3713; number 8, H, carries 0.3148; number 9, H, carries 0.2887; number 10, H, carries 0.2521; number 11, H, carries 0.2898; number 12, H, carries 0.3004; number 13, H, carries 0.3111; number 14, H, carries 0.3124; number 15, H, carries 0.3033; number 16, H, carries 0.3256; number 17, H, carries 0.2894; number 18, H, carries 0.3354; number 19, O, carries -0.5908; number 20, O, carries -0.6232; number 21, O, carries -0.5946; number 22, O, carries -0.6683; number 23, O, carries -0.5692; number 24, O, carries -0.5823; number 25, O, carries -0.6238; number 26, O, carries -0.6325; number 27, O, carries -0.6257

H18O9 | wB97M-V/def2-TZVPD

Properties
- Frontier orbital gap (spin up / spin down): 10.0 / 2.2 eV
- Energy: -18707.435 eV
- ΔE to the lowest compared entry with this formula, charge and spin: 248.2 kJ/mol
- Highest occupied orbital energy (spin up / spin down): -13.965 / -13.963 eV

Structure (ORCA input):
```
! RIJCOSX wB97M-V def2-TZVPD def2/J DEFGRID3
* xyz 1 2
O 3.2735 -0.3400 1.0050
H 3.3858 -0.3861 0.0501
H 2.6333 0.2601 1.3843
O -0.9213 2.0487 1.3878
H -0.9373 2.8370 0.8084
H -1.7231 2.3191 1.8554
O -2.1843 1.5884 3.9374
H -1.2202 1.6106 3.8425
H -2.3172 0.6296 3.9159
O 1.5706 0.2055 -3.4972
H 2.0311 -0.4809 -3.9973
H 0.8950 -0.3689 -3.1688
O -3.2905 -3.0860 -0.9643
H -2.4899 -2.5772 -0.8063
H -3.9554 -2.4120 -0.7849
O 0.8336 1.2069 3.1803
H 0.7288 0.7104 2.3562
H 1.4008 1.9702 2.9968
O 2.0810 -2.3120 -1.1190
H 1.3305 -2.2196 -0.5236
H 2.2629 -3.2409 -1.2457
O -2.1654 0.3687 -3.2467
H -1.4570 0.9734 -2.9865
H -1.6708 -0.4314 -3.0315
O 0.5226 0.0472 -0.3462
H 1.4332 0.2717 -0.5391
H -0.0501 0.8078 -0.4630
*
```

Computed Mulliken charges, given in elementary charges: number 1, O, carries -0.4566; number 2, H, carries 0.3554; number 3, H, carries 0.3209; number 4, O, carries -0.4437; number 5, H, carries 0.3543; number 6, H, carries 0.3557; number 7, O, carries -0.6030; number 8, H, carries 0.3321; number 9, H, carries 0.3649; number 10, O, carries -0.5679; number 11, H, carries 0.3270; number 12, H, carries 0.2573; number 13, O, carries -0.6076; number 14, H, carries 0.2763; number 15, H, carries 0.3309; number 16, O, carries -0.4702; number 17, H, carries 0.3449; number 18, H, carries 0.3948; number 19, O, carries -0.5290; number 20, H, carries 0.3303; number 21, H, carries 0.2998; number 22, O, carries -0.5958; number 23, H, carries 0.3014; number 24, H, carries 0.3115; number 25, O, carries -0.5649; number 26, H, carries 0.3203; number 27, H, carries 0.2614

H19O10 | wB97M-V/def2-TZVPD

Properties
- Frontier orbital gap: 9.0 eV
- Energy: -20785.684 eV
- ΔE to the lowest compared entry with this formula, charge and spin: 80.4 kJ/mol
- Highest occupied orbital energy: -5.993 eV

Structure (ORCA input):
```
! RIJCOSX wB97M-V def2-TZVPD def2/J DEFGRID3
* xyz -1 1
O 0.5805 1.2681 -2.3846
H 0.9918 0.3720 -2.3491
H 1.8689 -1.8373 -1.6349
O -0.3986 -2.7906 -1.5023
H -1.2597 -2.5896 -1.8510
H -0.3608 1.5207 -0.6623
O -2.2742 2.3488 2.3762
H 0.2595 -2.0220 -1.7555
H -2.7194 2.8064 1.6498
O -3.8609 -0.4391 -0.2098
H 2.3111 0.6510 0.8343
H -0.2077 1.1621 -2.9194
O 1.4785 0.1741 0.7671
H 0.2985 1.4128 0.6125
H -3.1857 0.2577 -0.2846
O 1.0456 -1.9922 2.2830
H 1.3152 -1.2450 1.6986
H 0.8515 -2.6867 1.6489
O -1.8727 -1.3178 2.3550
H -1.2299 -0.6210 2.5102
H 3.1381 2.7179 -1.2865
O 3.4825 1.8799 -0.9730
H 3.8643 1.3963 -1.7073
H 1.7203 -0.2015 -0.1258
O 1.3925 -1.0217 -1.4459
H -1.8406 1.7512 1.7289
O -0.5266 1.7920 0.2551
H -3.4352 -0.8002 0.5884
H -1.4268 -1.9463 1.7839
*
```

Computed Mulliken charges, given in elementary charges: number 1, O, carries -0.6757; number 2, H, carries 0.3873; number 3, H, carries 0.1409; number 4, O, carries -0.7060; number 5, H, carries 0.2681; number 6, H, carries 0.2835; number 7, O, carries -0.6292; number 8, H, carries 0.4426; number 9, H, carries 0.3229; number 10, O, carries -0.6692; number 11, H, carries 0.3376; number 12, H, carries 0.2677; number 13, O, carries -0.8901; number 14, H, carries 0.4948; number 15, H, carries 0.3107; number 16, O, carries -0.6983; number 17, H, carries 0.4955; number 18, H, carries 0.3048; number 19, O, carries -0.6269; number 20, H, carries 0.2939; number 21, H, carries 0.2916; number 22, O, carries -0.5968; number 23, H, carries 0.2953; number 24, H, carries 0.3346; number 25, O, carries -1.0923; number 26, H, carries 0.2834; number 27, O, carries -0.6581; number 28, H, carries 0.3608; number 29, H, carries 0.3266